Record 1
Below is a cluster of 11 separate species, C38H107N13O11 in total in a non-equilibrium geometry, with properties calculated with the ωB97M-V functional and the def2-TZVPD basis.

The spin multiplicity is 1. As for the energy above the lowest of the compared OMol25 structures with the same formula, charge and spin: 173.85 kcal/mol. The orbital gap is 8.71 eV. The LUMO energy comes out at 0.4 eV. As for the total charge: 0.

```
169
C38H107N13O11, DFT the ωB97M-V functional and the def2-TZVPD basis
C 2.464 3.750 4.019
O 1.122 3.473 3.784
C 0.740 3.329 2.418
C -0.797 3.475 2.243
C -1.151 3.577 0.757
N -1.357 4.624 2.952
H 3.171 3.311 3.314
H 2.690 3.300 4.985
H 2.613 4.820 3.875
H 1.189 4.056 1.740
H 1.052 2.330 2.115
H -1.222 2.550 2.633
H -2.167 3.888 0.513
H -1.129 2.565 0.353
H -0.533 4.297 0.221
H -1.774 5.204 2.238
H -0.579 5.175 3.286
C 4.342 -2.920 -3.451
O 3.521 -3.926 -2.836
C 2.542 -4.435 -3.777
C 1.694 -5.545 -2.975
C 2.560 -6.663 -2.405
N 0.788 -6.089 -4.017
H 3.856 -2.035 -3.860
H 4.967 -3.440 -4.177
H 5.125 -2.540 -2.794
H 1.763 -3.672 -3.807
H 2.923 -4.709 -4.760
H 1.228 -5.047 -2.125
H 2.996 -6.142 -1.552
H 3.293 -7.010 -3.133
H 2.009 -7.563 -2.133
H 1.387 -6.462 -4.739
H 0.365 -5.396 -4.617
C 7.981 -2.267 0.604
O 6.749 -2.840 0.097
C 5.845 -3.291 1.094
C 4.538 -3.642 0.489
C 3.512 -4.102 1.479
N 4.768 -4.640 -0.519
H 8.417 -3.131 1.106
H 7.803 -1.392 1.230
H 8.652 -2.094 -0.237
H 6.281 -4.218 1.467
H 5.764 -2.640 1.964
H 4.086 -2.770 0.015
H 2.779 -4.840 1.153
H 2.857 -3.300 1.821
H 4.022 -4.572 2.319
H 5.675 -4.240 -0.710
H 4.205 -4.586 -1.356
C 0.378 3.142 -6.745
O 1.088 2.354 -5.737
C 2.500 2.179 -5.915
C 3.271 2.239 -4.567
C 3.256 3.547 -3.793
N 4.635 1.831 -4.730
H -0.678 2.873 -6.707
H 0.796 3.113 -7.751
H 0.410 4.205 -6.506
H 2.678 1.170 -6.286
H 2.757 2.868 -6.720
H 2.933 1.399 -3.959
H 2.230 3.768 -3.498
H 3.551 4.310 -4.513
H 3.840 3.656 -2.880
H 5.134 2.622 -5.112
H 5.177 1.819 -3.878
C -4.887 -2.701 1.761
O -4.591 -1.331 1.851
C -5.704 -0.508 2.066
C -5.244 0.728 2.914
C -6.270 1.449 3.646
N -4.501 1.687 2.169
H -5.835 -2.890 1.257
H -5.226 -3.175 2.682
H -4.156 -3.217 1.139
H -6.213 -0.155 1.169
H -6.272 -1.113 2.773
H -4.692 0.434 3.807
H -5.901 2.211 4.332
H -6.687 0.757 4.377
H -6.972 1.974 2.998
H -3.620 1.209 2.041
H -5.042 1.757 1.319
C -1.600 2.585 -3.392
O -2.871 2.565 -2.655
C -3.981 2.972 -3.565
C -5.283 2.990 -2.634
C -5.650 1.708 -1.806
N -6.450 3.303 -3.438
H -1.561 1.819 -4.166
H -0.833 2.199 -2.720
H -1.233 3.551 -3.741
H -3.844 3.939 -4.049
H -4.154 2.276 -4.386
H -5.262 3.910 -2.050
H -6.632 1.784 -1.340
H -4.886 1.457 -1.071
H -5.675 0.761 -2.346
H -6.316 4.197 -3.887
H -7.359 3.245 -3.002
C -1.690 -0.281 1.581
O -0.327 -0.061 1.445
C 0.176 -0.148 0.054
C 1.652 0.139 -0.059
C 2.203 0.247 -1.514
N 2.343 -0.836 0.770
H -2.009 -1.297 1.349
H -2.210 0.343 0.854
H -1.883 0.087 2.589
H 0.147 -1.143 -0.392
H -0.453 0.495 -0.562
H 1.631 1.140 0.372
H 3.158 0.771 -1.502
H 1.479 0.797 -2.115
H 2.351 -0.743 -1.944
H 1.958 -0.672 1.689
H 2.023 -1.760 0.516
C -2.511 -0.577 6.267
O -1.899 0.153 5.230
C -2.187 1.527 5.275
C -1.848 2.197 6.606
C -2.553 3.530 6.770
N -0.432 2.371 6.897
H -1.955 -0.585 7.205
H -2.538 -1.569 5.815
H -3.522 -0.390 6.630
H -1.788 2.137 4.465
H -3.265 1.639 5.162
H -2.175 1.627 7.476
H -3.632 3.420 6.882
H -2.464 4.230 5.940
H -2.315 4.176 7.615
H -0.067 2.669 6.003
H -0.064 1.457 7.120
C -0.298 -0.862 -4.099
O -1.592 -0.782 -3.585
C -2.434 -1.789 -4.046
C -3.810 -1.821 -3.336
C -3.681 -1.826 -1.766
N -4.690 -2.872 -3.883
H -0.078 -1.071 -5.145
H 0.090 -1.707 -3.530
H 0.296 0.012 -3.834
H -2.828 -1.557 -5.036
H -2.030 -2.794 -3.922
H -4.259 -0.839 -3.485
H -4.252 -0.983 -1.376
H -2.702 -1.587 -1.351
H -4.069 -2.725 -1.287
H -4.857 -2.992 -4.872
H -4.280 -3.726 -3.530
N 5.324 0.642 0.216
C 5.435 0.867 1.477
N 4.506 0.278 2.114
O 6.288 1.544 1.935
H 6.046 0.963 -0.413
H 4.526 0.113 -0.104
H 3.784 -0.257 1.653
H 4.479 0.315 3.123
N 0.712 -0.379 4.326
C 1.399 -1.517 4.552
N 0.836 -2.200 5.470
O 2.366 -1.736 3.960
H -0.176 -0.255 4.792
H 1.077 0.339 3.717
H -0.036 -1.947 5.914
H 1.395 -2.973 5.799
```

---

Record 2
Below is a structure of composition C40H43BCl3GdN6OS5Si in a non-equilibrium geometry, with properties calculated with the ωB97M-V functional and the def2-TZVPD basis.

The spin multiplicity is 8. As for the energy above the lowest of the compared OMol25 structures with the same formula, charge and spin: 121.02 kcal/mol. The orbital gap (spin up / spin down) is 3.78 / 4.94 eV. The LUMO energy (spin up / spin down) comes out at 3.6 / 3.6 eV. As for the total charge: -2.

```
101
C40H43BCl3GdN6OS5Si, DFT the ωB97M-V functional and the def2-TZVPD basis
Gd -0.760 0.027 1.556
O -3.702 6.180 1.227
C -3.207 5.098 1.441
S -4.003 3.550 0.778
C -2.533 2.663 0.689
C -1.391 3.224 1.399
S 0.190 2.508 1.489
S -1.654 4.705 2.202
S -2.619 1.059 -0.081
N -9.005 -2.467 8.034
C -8.145 -1.848 7.545
C -7.050 -1.133 6.903
C -6.818 -1.500 5.576
C -5.599 -1.121 5.006
C -4.633 -0.407 5.772
C -4.909 -0.146 7.146
C -6.154 -0.399 7.687
N -3.377 -0.093 5.181
C -2.139 0.076 5.909
C -1.214 0.356 5.001
N -1.772 0.283 3.681
C -3.070 0.048 3.855
H -7.571 -2.034 5.027
H -5.414 -1.363 3.924
H -4.166 0.320 7.779
H -6.432 -0.039 8.691
H -2.064 -0.015 6.996
H -0.167 0.599 5.114
H -3.829 0.073 3.084
Cl -0.400 -5.286 1.654
Si -1.331 -3.733 2.462
Cl -2.084 -2.464 1.169
Cl -2.573 -4.195 3.897
S 2.028 -0.727 2.234
C 0.946 -1.945 2.372
N 0.159 -2.894 2.607
C 2.600 -3.400 -0.230
C 2.355 -3.128 -1.707
C 3.029 -4.265 -2.491
C 0.904 -3.112 -2.130
C 0.214 -4.310 -2.100
C -1.064 -4.439 -2.693
C -1.652 -3.338 -3.304
C -0.994 -2.096 -3.325
C -1.688 -1.037 -4.134
C -1.496 0.439 -3.851
C -1.512 -1.289 -5.651
C 0.256 -1.981 -2.687
N 1.014 -0.752 -2.668
B 1.121 0.225 -1.579
N 2.138 1.138 -2.139
C 2.504 0.707 -3.427
C 1.866 -0.410 -3.740
C 2.840 2.122 -1.432
C 2.235 3.349 -1.124
C 3.026 4.311 -0.450
C 4.328 4.031 -0.069
C 4.884 2.801 -0.337
C 4.181 1.814 -1.034
C 4.856 0.496 -1.351
C 5.474 -0.154 -0.091
C 5.984 0.765 -2.320
C 0.824 3.697 -1.641
C 0.883 3.820 -3.188
C 0.335 5.031 -1.080
H 3.668 -3.124 0.015
H 2.446 -4.483 -0.007
H 1.955 -2.858 0.455
H 2.823 -2.181 -2.003
H 2.598 -5.202 -2.160
H 4.104 -4.259 -2.370
H 2.808 -4.160 -3.541
H 0.660 -5.153 -1.584
H -1.581 -5.391 -2.582
H -2.567 -3.399 -3.855
H -2.747 -1.214 -3.885
H -0.534 0.833 -4.211
H -1.503 0.744 -2.811
H -2.306 0.989 -4.380
H -0.468 -1.175 -5.940
H -2.117 -0.572 -6.183
H -1.898 -2.304 -5.914
H 3.251 1.230 -4.032
H 1.949 -1.049 -4.637
H 2.595 5.293 -0.193
H 4.874 4.813 0.461
H 5.918 2.572 0.009
H 4.145 -0.225 -1.759
H 6.314 0.426 0.346
H 5.789 -1.184 -0.323
H 4.749 -0.194 0.730
H 6.779 1.375 -1.890
H 5.616 1.318 -3.175
H 6.425 -0.167 -2.713
H 0.090 2.948 -1.308
H 1.634 4.532 -3.466
H -0.061 4.214 -3.622
H 1.119 2.867 -3.653
H 0.908 5.886 -1.408
H 0.277 5.063 0.033
H -0.694 5.198 -1.481
```

---

Record 3
Below is a structure of composition C33H35LaOSi in a non-equilibrium geometry, with properties calculated with the ωB97M-V functional and the def2-TZVPD basis.

The spin multiplicity is 1. The orbital gap (spin up / spin down) is 2.33 / 2.33 eV. The LUMO energy (spin up / spin down) comes out at 4.2 / 4.2 eV. As for the total charge: -2.

```
71
C33H35LaOSi, DFT the ωB97M-V functional and the def2-TZVPD basis
La -0.008 -0.179 0.004
C 1.420 -0.638 1.923
C 2.090 -1.140 0.750
C 2.490 -0.025 -0.050
H 2.178 -2.185 0.472
C 2.074 1.172 0.621
C 1.418 0.798 1.840
H 0.974 1.478 2.559
H 0.948 -1.244 2.688
H 2.911 -0.086 -1.053
H 2.169 2.187 0.235
C -2.152 -0.757 0.968
C -1.592 0.209 1.877
C -1.531 1.468 1.197
H -1.228 -0.006 2.876
C -2.089 1.291 -0.109
C -2.465 -0.088 -0.258
H -2.808 -0.567 -1.175
H -2.235 -1.829 1.147
H -1.112 2.394 1.584
H -2.124 2.054 -0.889
O 0.345 1.000 -1.718
C -0.620 3.517 -2.716
C -0.101 2.367 -3.470
C 0.306 4.379 -1.980
C -2.019 3.934 -2.913
C -0.387 1.002 -2.844
H 0.990 2.433 -3.602
H -0.550 2.308 -4.466
H -1.463 0.861 -2.673
H -0.020 0.176 -3.451
H 0.785 5.142 -2.627
H 1.133 3.799 -1.529
H -0.186 4.943 -1.166
H -2.143 4.602 -3.788
H -2.421 4.496 -2.050
H -2.696 3.080 -3.090
C -3.607 -6.200 -0.872
C -3.944 -5.152 -0.018
C -2.950 -4.318 0.496
C -1.591 -4.505 0.156
C -1.275 -5.576 -0.692
C -2.272 -6.412 -1.205
Si -0.236 -3.473 0.946
C -0.610 -3.870 2.752
C -0.866 -2.915 3.750
C -1.126 -3.285 5.071
C -1.146 -4.630 5.426
C -0.913 -5.599 4.452
C -0.653 -5.221 3.128
C 1.400 -4.340 0.624
C 2.189 -4.824 1.683
C 3.413 -5.455 1.442
C 3.879 -5.600 0.139
C 3.125 -5.108 -0.926
C 1.902 -4.477 -0.692
H -4.381 -6.855 -1.265
H -4.985 -4.992 0.263
H -3.267 -3.541 1.199
H -0.241 -5.799 -0.960
H -1.999 -7.241 -1.859
H -0.864 -1.848 3.511
H -1.311 -2.516 5.822
H -1.343 -4.918 6.457
H -0.929 -6.655 4.725
H -0.471 -6.007 2.390
H 1.866 -4.712 2.720
H 4.002 -5.826 2.283
H 4.835 -6.090 -0.044
H 3.494 -5.214 -1.947
H 1.327 -4.085 -1.538
```

---

Record 4
Below is a structure of composition C2H4O4RhS in a non-equilibrium geometry, with properties calculated with the ωB97M-V functional and the def2-TZVPD basis.

The spin multiplicity is 5. As for the energy above the lowest of the compared OMol25 structures with the same formula, charge and spin: 0.00 kcal/mol. The orbital gap (spin up / spin down) is 9.35 / 6.86 eV. The LUMO energy (spin up / spin down) comes out at -4.9 / -8.3 eV. As for the total charge: +1.

```
12
C2H4O4RhS, DFT the ωB97M-V functional and the def2-TZVPD basis
S 1.898 0.516 0.286
O 2.178 -0.790 -0.416
O 1.244 1.484 -0.801
O 0.564 0.281 1.155
C -1.647 -1.693 0.180
C -2.416 -0.677 -0.571
O -2.022 0.477 -0.781
Rh -0.506 1.362 -0.027
H -2.025 -2.690 -0.097
H -0.620 -1.692 -0.218
H -2.024 -1.501 1.228
H -3.265 -1.042 -1.174
```